No. 1
C26H28CrN5O5S2 | wB97M-V/def2-TZVPD

Each line ends with the Löwdin charge.
CARTESIAN COORDINATES (ANGSTROEM)
Cr -0.4199 0.8537 0.3196  0.434
S 1.8107 0.3188 1.0594  0.867
C 2.7555 1.5535 0.3757  -0.567
N 4.0160 1.3640 0.0749  -0.048
C 4.7917 2.4781 -0.4819  -0.062
C 4.3902 3.7648 0.1940  -0.064
N 2.9418 3.9409 0.0959  -0.071
C 2.4747 5.3206 -0.0421  -0.098
C 2.7377 5.8657 -1.4309  -0.224
C 3.3157 7.1203 -1.5776  -0.034
C 3.5190 7.6481 -2.8446  -0.053
C 3.1602 6.9195 -3.9686  -0.056
C 2.5982 5.6581 -3.8254  -0.059
C 2.3854 5.1327 -2.5610  -0.045
C 2.1515 2.8954 0.1337  -0.570
S 0.4795 3.0356 -0.0846  0.862
C 4.6774 0.0441 0.1434  -0.089
C 5.3746 -0.2642 -1.1599  -0.240
C 6.7593 -0.1946 -1.2626  -0.045
C 7.3800 -0.4270 -2.4814  -0.053
C 6.6178 -0.7281 -3.6009  -0.054
C 5.2355 -0.8149 -3.4982  -0.054
C 4.6140 -0.5842 -2.2813  -0.032
H 4.6182 2.5393 -1.5591  0.158
H 5.8478 2.2790 -0.3267  0.144
H 4.8673 4.6000 -0.3160  0.150
H 4.6897 3.7804 1.2461  0.156
H 3.0178 5.9201 0.6904  0.143
H 1.4141 5.3586 0.1972  0.097
H 3.6009 7.6962 -0.7044  0.120
H 3.9634 8.6286 -2.9496  0.117
H 3.3133 7.3354 -4.9551  0.116
H 2.3217 5.0827 -4.6989  0.114
H 1.9324 4.1522 -2.4567  0.095
H 3.9172 -0.7013 0.3595  0.081
H 5.3870 0.0572 0.9736  0.149
H 7.3603 0.0197 -0.3850  0.120
H 8.4582 -0.3769 -2.5519  0.116
H 7.1013 -0.9086 -4.5515  0.116
H 4.6410 -1.0741 -4.3641  0.115
H 3.5341 -0.6670 -2.2036  0.117
C -2.4480 -1.6634 2.5361  0.036
C -1.9243 -1.9104 1.1695  -0.289
N -1.1893 -1.0864 0.4277  0.062
C -0.9342 -1.7369 -0.7656  -0.109
C -1.5236 -2.9609 -0.7441  -0.037
N -2.1337 -3.0425 0.4789  0.215
C -1.6286 -4.1015 -1.7087  -0.470
O -1.0156 -3.9524 -2.8555  0.179
O -2.2607 -5.0659 -1.3777  0.154
C -0.1749 -0.9915 -1.8009  -0.524
O 0.1292 -1.4884 -2.8668  0.120
O 0.0801 0.2211 -1.4084  -0.184
H -2.3160 -0.6220 2.8096  0.056
H -1.9273 -2.2858 3.2658  0.106
H -3.5075 -1.9135 2.5876  0.105
H -2.6602 -3.8573 0.7709  0.195
H -0.5612 -3.0850 -2.9647  0.084
C -2.9892 2.6713 -0.5301  -0.058
O -2.3291 1.3829 -0.6054  -0.187
H -2.6796 3.1466 0.3974  0.078
H -4.0681 2.5304 -0.5177  0.105
H -2.7059 3.2995 -1.3730  0.104
H -2.4722 1.0180 -1.4859  0.123
N -1.1783 2.0177 3.1162  0.263
C -0.9421 1.5347 2.1026  -0.145
H -1.3998 2.4197 4.0132  0.147

Atoms 1-2, force components in eV/Å:
Cr 0.24 -0.90 -2.11
S -0.49 0.03 0.25

Summary:
DFT total energy: -3498.01230 Eh
energy above the lowest of the compared OMol25 structures with the same formula, charge and spin: 8.6 kcal per mole
HOMO (alpha / beta): -0.5168 / -0.5167 Ha
charge: +2
2S+1: 4

***

No. 2
C21H31HgO3 | wB97M-V/def2-TZVPD

Each line ends with the Löwdin charge.
CARTESIAN COORDINATES (ANGSTROEM)
O -0.4844 0.3475 -3.2394  -0.153
C -0.5302 1.5325 -4.1010  -0.138
C -0.1841 0.7143 -5.3431  -0.069
H 0.2338 2.2781 -3.8085  0.102
H -1.5389 1.9943 -4.1135  0.128
C -0.2077 -0.4967 -4.3874  -0.561
H 0.8151 0.9113 -5.7492  0.118
H -0.9844 0.6868 -6.0864  0.109
C 1.1064 -1.2146 -4.3142  -0.033
H 1.9209 -0.5889 -3.9410  0.080
H 1.3663 -1.5558 -5.3199  0.093
H 1.0056 -2.1082 -3.6959  0.086
C -1.3318 -1.4622 -4.7029  -0.020
H -2.2930 -0.9451 -4.7854  0.089
H -1.3932 -2.2415 -3.9376  0.089
H -1.1089 -1.9447 -5.6646  0.091
Hg -0.5018 0.1626 1.9688  1.112
C -2.8338 -0.8811 4.3864  -0.167
C -2.3547 0.4485 4.4608  -0.186
C -2.4258 1.0330 3.1583  -0.314
H -2.0165 0.9583 5.3575  0.077
C -2.9618 0.0157 2.2567  -0.280
C -3.2229 -1.1488 3.0462  -0.201
H -3.6613 -2.0790 2.6779  0.070
H -2.9332 -1.5611 5.2315  0.077
H -2.3307 2.0896 2.9234  0.077
H -3.2214 0.1735 1.2125  0.059
C 0.7636 -2.0739 4.5662  -0.169
C 0.0194 -2.9006 3.6670  -0.192
C 0.3901 -2.5701 2.3490  -0.216
H -0.6955 -3.6715 3.9708  0.074
C 1.3774 -1.5038 2.4231  -0.297
C 1.6034 -1.2389 3.8193  -0.221
H 2.3305 -0.5339 4.2198  0.065
H 0.7091 -2.1161 5.6572  0.078
H 0.0150 -3.0268 1.4309  0.068
H 2.0336 -1.1903 1.6132  0.052
O 2.2557 0.8522 -2.2421  -0.169
C 1.6652 -0.1557 -1.3647  -0.161
C 0.2706 0.3343 -0.9321  -0.189
H 2.2912 -0.2373 -0.4330  0.116
H 1.6427 -1.1351 -1.8849  0.105
C 0.3326 1.8655 -1.1321  -0.142
H 0.0765 -0.0060 0.0938  -0.014
H -0.5345 -0.1071 -1.5157  0.100
C 1.7454 2.1075 -1.7159  -0.184
H 0.1603 2.4145 -0.1962  0.100
H -0.4243 2.1655 -1.8665  0.083
H 2.3785 2.4384 -0.8686  0.113
H 1.7564 2.8744 -2.5075  0.108
C 2.0416 2.0784 2.9877  -0.116
C 0.6531 1.6531 3.3482  -0.484
O 0.0229 1.9910 4.3134  -0.032
H 2.2730 1.8502 1.9352  0.047
H 2.7758 1.5524 3.6291  0.068
H 2.1432 3.1715 3.1452  0.074

Atoms 1-2, force components in eV/Å:
O -0.47 0.75 -2.42
C -0.05 0.10 0.17

Summary:
DFT total energy: -1197.72964 Eh
energy above the lowest of the compared OMol25 structures with the same formula, charge and spin: 7.8 kcal per mole
HOMO: -0.1083 Ha
charge: -1

***

The lowest energy above the lowest of the compared OMol25 structures with the same formula, charge and spin belongs to which entry? C21H31HgO3

***

What is the formula in the first record? C26H28CrN5O5S2

***

What is the DFT total energy in the first record? -3498.01230 Eh